ORCA calculation (wB97M-V/def2-TZVPD) on the molecule C15H18N2O4.

XYZ file:
```
39
Properties=species:S:1:pos:R:3:forces:R:3
C 0.51419 -1.96571 5.67239 -0.2 0.0 0.2
O 1.56760 -2.19168 4.76433 0.2 0.0 -0.3
C 1.39942 -1.84965 3.46609 0.1 0.0 -0.2
C 0.24564 -1.27806 2.93317 -0.1 -0.1 0.4
C 0.18982 -0.95319 1.59068 0.2 -0.2 -0.2
C 1.27463 -1.19791 0.75405 -0.1 -0.2 0.3
C 1.19553 -0.96995 -0.70406 0.1 -0.1 0.1
O 1.65417 -1.74813 -1.51501 0.0 0.1 0.1
N 0.52016 0.16931 -1.12080 0.1 0.2 -0.4
C -0.19005 0.32051 -2.30454 -0.2 0.4 0.0
C -0.22142 -0.75164 -3.32807 0.1 -0.1 -0.1
C -0.82371 1.51997 -2.29770 0.2 -0.2 -0.2
C -1.73160 2.11439 -3.31883 -0.3 -0.2 0.2
C -3.17682 1.62738 -3.12473 0.4 -0.1 0.1
O -4.07090 2.19789 -4.04551 -0.2 0.2 -0.4
C -0.45999 2.21242 -1.07388 0.0 -0.4 0.1
O -0.71401 3.33353 -0.68259 -0.1 0.3 0.0
N 0.31688 1.30942 -0.35366 -0.3 0.0 0.3
C 1.28442 1.77276 0.60612 0.2 0.2 0.2
C 2.41485 -1.80441 1.28353 -0.2 0.1 -0.1
C 2.48421 -2.11082 2.62140 -0.1 0.0 0.2
H -0.37974 -2.53464 5.39912 0.0 0.0 0.0
H 0.26449 -0.90244 5.74087 0.0 0.0 0.0
H 0.87972 -2.31216 6.63745 -0.1 0.0 -0.1
H -0.61567 -1.08470 3.55247 -0.1 0.0 0.1
H -0.71697 -0.52192 1.19179 0.0 0.1 0.0
H -0.89633 -0.47314 -4.13184 -0.1 0.0 0.0
H 0.77551 -0.92054 -3.73102 0.0 0.0 0.0
H -0.55236 -1.69134 -2.88883 0.0 -0.1 -0.1
H -1.39439 1.85795 -4.32761 0.0 0.1 0.0
H -1.71338 3.19985 -3.20551 0.0 0.0 -0.1
H -3.20637 0.52818 -3.18705 0.0 0.1 0.1
H -3.53645 1.92859 -2.13879 0.1 -0.1 0.0
H -3.75788 2.01796 -4.93932 0.0 0.0 0.1
H 1.16273 2.85660 0.65097 0.0 -0.1 0.0
H 1.10844 1.35372 1.59741 0.1 0.1 -0.1
H 2.29887 1.52810 0.28473 0.0 0.0 0.0
H 3.24222 -2.02168 0.62569 0.1 0.0 -0.1
H 3.36455 -2.56483 3.04710 0.1 -0.1 0.0
```
Positions in Å, forces in eV/Å.

Its multiplicity is 1. The frontier orbital gap comes out at 8.7738 eV. The calculation puts the total energy at -27016.596 eV. For the energy relative to the best compared isomer or geometry (same formula, charge and spin), the calculation gives 66.1 kcal/mol. For the LUMO energy, the calculation gives 0.30 eV. The net charge is 0.

Mulliken charges in e: -0.8303 -0.4560 0.8857 -0.2480 -0.7157 0.3208 0.2390 -0.5946 0.4495 0.6864 -1.7295 0.3172 -1.2240 -0.3961 -0.5092 0.5909 -0.7421 -0.2322 -1.0457 -0.5509 -0.6484 0.3370 0.3425 0.2401 0.4065 0.4098 0.4056 0.3471 0.3639 0.4608 0.2874 0.2772 0.3210 0.3218 0.4965 0.2423 0.3013 0.4424 0.4299